Entry 1:
The following is a quantum chemistry calculation of a cluster of 2 separate species, C4H7NO in total, from OMol25.

For the energy above the lowest of the compared OMol25 structures with the same formula, charge and spin, the calculation gives 125.6 kcal per mole. The value obtained for the LUMO energy is -0.532 eV. The total charge is 0. For the HOMO-LUMO gap, the calculation gives 0.331 Eh.

Geometry (Å):
1 C -2.564 -0.472 0.038
2 C -1.077 -0.306 0.106
3 O -0.184 -1.174 0.207
4 C -0.289 0.842 0.202
5 C 2.729 0.543 0.251
6 N 2.505 -0.016 -0.865
7 H -2.885 -0.350 -1.000
8 H -3.028 0.322 0.625
9 H -2.920 -1.440 0.397
10 H 0.195 1.189 -0.718
11 H 2.272 0.243 1.203
12 H 3.403 1.402 0.284
13 H 1.841 -0.783 -0.729

Cartesian forces, eV/Å:
C 0.0934 -0.0342 0.0395
C -0.0571 0.1641 -0.0644
O -0.3581 0.2530 0.0199
C -0.1479 -0.2543 -0.0181
C 0.0594 -0.0447 -0.2290
N 0.0415 0.0657 0.4148
H 0.0692 0.0074 0.0403
H 0.0140 -0.0240 -0.0507
H 0.2985 0.0473 -0.0192
H -0.1469 -0.1077 0.0868
H 0.0544 -0.0251 -0.1843
H -0.0176 -0.0883 0.0104
H 0.0972 0.0407 -0.0459

Entry 2:
The following is a quantum chemistry calculation of an isolated molecule of C4H7NO, from OMol25.

For the energy above the lowest of the compared OMol25 structures with the same formula, charge and spin, the calculation gives 62.6 kcal per mole. The value obtained for the LUMO energy is 0.851 eV. Its SMILES is CCOCC#N. The total charge is 0. For the HOMO-LUMO gap, the calculation gives 0.403 Eh.

Geometry (Å):
1 C 1.195 -0.792 -1.210
2 C 0.329 -0.991 0.059
3 O 0.103 0.173 0.940
4 C -1.315 0.620 1.278
5 C -1.421 1.241 -0.009
6 N -1.365 1.650 -1.084
7 H 2.175 -0.353 -0.995
8 H 1.393 -1.783 -1.665
9 H 0.690 -0.181 -1.964
10 H 0.851 -1.705 0.703
11 H -0.619 -1.439 -0.262
12 H -1.435 1.369 2.111
13 H -2.106 -0.140 1.473

Cartesian forces, eV/Å:
C -0.1932 0.3189 0.2893
C -0.1989 -0.1362 0.2616
O -0.4629 -0.5055 1.5248
C 1.1970 -0.4615 -0.7776
C -1.5063 1.1021 -1.4905
N -0.2517 -0.0138 0.3624
H -0.2404 0.0287 0.1170
H -0.2607 0.3721 0.3919
H 0.0566 -0.0008 0.1958
H -0.1967 -0.0386 -0.0342
H -0.0159 0.1954 0.2528
H 1.1163 -0.8389 -0.7276
H 0.9568 -0.0218 -0.3657

Entry 3:
The following is a quantum chemistry calculation of an isolated molecule of C4H7NO, from OMol25.

For the energy above the lowest of the compared OMol25 structures with the same formula, charge and spin, the calculation gives 20.6 kcal per mole. The value obtained for the LUMO energy is 0.999 eV. Its SMILES is C[C@H]1CNC1=O. The total charge is 0. For the HOMO-LUMO gap, the calculation gives 0.394 Eh.

Geometry (Å):
1 C -1.317 0.701 -0.682
2 C 0.085 0.588 -0.069
3 C 0.310 -0.250 1.222
4 N 1.259 -1.067 0.460
5 C 0.985 -0.467 -0.743
6 O 1.284 -0.728 -1.882
7 H -1.604 1.742 -0.873
8 H -1.318 0.176 -1.645
9 H -2.084 0.252 -0.036
10 H 0.584 1.562 -0.018
11 H -0.583 -0.798 1.552
12 H 0.762 0.277 2.070
13 H 1.635 -1.988 0.643

Cartesian forces, eV/Å:
C -0.0136 -0.0032 -0.0419
C -0.0353 0.0954 -0.0478
C -0.1262 0.1065 0.2014
N 0.0672 -0.1833 -0.1329
C 0.0539 -0.0624 -0.3021
O -0.0611 0.0882 0.4817
H 0.0775 -0.2474 0.0973
H -0.1313 0.1283 0.1755
H 0.2049 0.0807 -0.1700
H -0.0575 -0.2109 -0.0081
H 0.1751 0.1240 -0.0826
H -0.1058 -0.0920 -0.1462
H -0.0477 0.1762 -0.0242

Entry 4:
The following is a quantum chemistry calculation of a structure of composition C4H7NO, from OMol25.

For the energy above the lowest of the compared OMol25 structures with the same formula, charge and spin, the calculation gives 130.6 kcal per mole. The value obtained for the LUMO energy is 0.969 eV. The total charge is 0. For the HOMO-LUMO gap, the calculation gives 0.338 Eh.

Geometry (Å):
1 O -0.027 1.599 -2.019
2 N -0.869 1.250 -0.928
3 C -0.219 0.197 -0.275
4 C 1.054 -0.188 -0.105
5 C 0.656 -1.139 1.001
6 C -0.826 -0.747 0.704
7 H -0.497 2.325 -2.454
8 H 1.985 0.077 -0.589
9 H -0.315 1.533 0.098
10 H 0.875 -2.190 0.817
11 H 0.997 -0.865 2.007
12 H -1.378 -1.512 0.154
13 H -1.446 -0.368 1.525

Cartesian forces, eV/Å:
O 0.1466 0.4286 0.1363
N 0.8371 0.6130 1.9319
C 0.4908 -1.5507 -0.3349
C 0.1356 -0.2842 -0.1203
C 0.2015 -0.5202 0.1968
C -0.1144 -0.2650 0.0997
H 0.0283 -0.1791 0.2189
H -0.1153 -0.0860 0.1065
H -1.7529 2.1115 -2.2833
H 0.0154 -0.1291 0.1433
H -0.0512 -0.0548 -0.1828
H -0.0428 -0.1227 0.2478
H 0.2213 0.0387 -0.1599

Entry 5:
The following is a quantum chemistry calculation of an isolated molecule of C4H7NO, from OMol25.

For the energy above the lowest of the compared OMol25 structures with the same formula, charge and spin, the calculation gives 111.7 kcal per mole. The value obtained for the LUMO energy is 0.915 eV. The total charge is 0. For the HOMO-LUMO gap, the calculation gives 0.317 Eh.

Geometry (Å):
1 O 1.410 0.111 1.393
2 C 1.048 0.393 0.053
3 C 0.495 -0.840 -0.662
4 N -0.852 -0.257 -0.803
5 C -1.322 0.336 0.446
6 C -0.275 1.180 -0.195
7 H 1.018 0.800 1.946
8 H 1.894 0.852 -0.472
9 H 0.500 -1.750 -0.053
10 H 0.918 -1.041 -1.647
11 H -1.155 -0.321 1.304
12 H -2.349 0.693 0.375
13 H -1.330 -0.156 -1.686

Cartesian forces, eV/Å:
O -0.1427 0.2109 0.2506
C 0.1131 0.0310 -0.3485
C 0.0968 -0.0882 -0.0229
N -0.1508 0.1320 -0.3923
C -0.1472 -0.0533 0.0505
C 0.0585 -0.0359 0.2021
H 0.1729 -0.0991 -0.0359
H -0.1125 -0.0913 0.1763
H -0.0661 0.0623 -0.1335
H 0.0048 0.0832 0.1313
H 0.0109 0.1001 -0.1272
H 0.2151 -0.0055 -0.0016
H -0.0527 -0.2462 0.2511

Entry 6:
The following is a quantum chemistry calculation of a cluster of 2 separate species, C4H7NO in total, from OMol25.

For the energy above the lowest of the compared OMol25 structures with the same formula, charge and spin, the calculation gives 78.3 kcal per mole. The value obtained for the LUMO energy is 1.033 eV. The total charge is 0. For the HOMO-LUMO gap, the calculation gives 0.418 Eh.

Geometry (Å):
1 C -0.977 -2.078 0.477
2 N -0.983 -0.866 1.217
3 C -0.904 0.131 1.826
4 C 0.146 1.693 -0.666
5 C 1.534 1.249 -0.565
6 O 0.510 0.350 -0.962
7 H -0.266 -1.983 -0.347
8 H -1.974 -2.281 0.077
9 H -0.683 -2.896 1.139
10 H -0.425 1.828 0.251
11 H -0.181 2.276 -1.525
12 H 2.247 1.511 -1.345
13 H 1.957 1.065 0.423

Cartesian forces, eV/Å:
C 0.0077 -0.1492 -0.0779
N 0.0729 0.9423 0.6984
C -0.1854 -1.0558 -0.4379
C -0.1348 0.2698 -0.0001
C 0.2737 0.1522 0.0342
O -0.0543 -0.1943 -0.1271
H -0.1046 -0.0010 0.1259
H 0.1474 0.0734 0.0788
H -0.0306 0.0788 -0.1378
H 0.0854 -0.0287 -0.2064
H 0.1170 -0.0639 0.0908
H -0.1067 -0.0332 0.1125
H -0.0878 0.0097 -0.1532

Entry 7:
The following is a quantum chemistry calculation of an isolated molecule of C4H7NO, from OMol25.

For the energy above the lowest of the compared OMol25 structures with the same formula, charge and spin, the calculation gives 124.0 kcal per mole. The value obtained for the LUMO energy (alpha / beta) is -0.104 / -0.147 eV. The total charge is 0. For the HOMO-LUMO gap (alpha / beta), the calculation gives 0.319 / 0.281 Eh.

Geometry (Å):
1 C 0.174 1.969 -1.110
2 N 0.861 1.105 -0.188
3 C -0.538 -2.355 0.285
4 C 0.138 0.282 0.456
5 C 0.680 -0.638 1.401
6 O 0.020 -1.749 1.529
7 H 0.753 2.005 -2.038
8 H 0.141 2.980 -0.695
9 H -0.854 1.641 -1.338
10 H -1.457 -2.866 0.528
11 H -0.635 -1.849 -0.711
12 H -0.960 0.188 0.344
13 H 1.716 -0.586 1.742

Cartesian forces, eV/Å:
C -0.0222 0.1947 -0.2486
N 0.0860 0.3252 -0.1023
C -0.3131 1.0155 1.6177
C 0.0799 -0.2063 0.5336
C 0.7111 1.5618 -1.1201
O -1.4420 -3.0727 -2.4470
H -0.1420 0.1136 0.0474
H -0.0052 0.0040 -0.1232
H 0.1541 0.0897 0.0668
H 0.0975 -0.3866 0.4172
H 0.9759 0.1842 1.2807
H 0.2437 0.1713 -0.2257
H -0.4236 0.0056 0.3034

Entry 8:
The following is a quantum chemistry calculation of an isolated molecule of C4H7NO, from OMol25.

For the energy above the lowest of the compared OMol25 structures with the same formula, charge and spin, the calculation gives 73.2 kcal per mole. The value obtained for the LUMO energy is -0.065 eV. Its SMILES is CC/N=C\C=O. The total charge is 0. For the HOMO-LUMO gap, the calculation gives 0.338 Eh.

Geometry (Å):
1 C 1.496 0.836 0.200
2 N 0.091 -0.321 -0.923
3 C 0.056 1.047 -0.519
4 C -0.436 -1.249 -0.233
5 C -1.703 -1.186 0.525
6 O -2.196 -2.168 1.034
7 H 2.192 1.495 -0.310
8 H 1.954 -0.173 0.095
9 H 1.406 1.009 1.266
10 H -0.873 1.389 0.012
11 H 0.224 1.771 -1.324
12 H 0.045 -2.223 -0.295
13 H -2.255 -0.227 0.472

Cartesian forces, eV/Å:
C -0.1918 0.9532 0.2661
N -0.5736 -0.9890 -0.7545
C 0.8830 -0.3239 0.2069
C -0.1170 -0.1943 -0.5311
C -0.1942 -0.1472 0.2530
O 0.1729 0.4045 -0.0608
H 0.1630 0.3892 0.4493
H -0.8481 0.7412 -0.1310
H 0.1621 0.4211 0.2097
H 1.1780 -0.3367 0.3660
H -0.1505 -0.5575 -0.1469
H -0.5094 -0.2793 -0.2809
H 0.0254 -0.0815 0.1543

Entry 9:
The following is a quantum chemistry calculation of a cluster of 2 separate species, C4H7NO in total, from OMol25.

For the energy above the lowest of the compared OMol25 structures with the same formula, charge and spin, the calculation gives 78.3 kcal per mole. The value obtained for the LUMO energy is 0.852 eV. Its SMILES is CC(N)=O.C#C. The total charge is 0. For the HOMO-LUMO gap, the calculation gives 0.399 Eh.

Geometry (Å):
1 C 2.024 2.260 0.822
2 C 2.986 2.319 0.083
3 C -0.802 -1.125 0.305
4 C -1.833 -1.772 -0.549
5 H 1.188 2.276 1.414
6 H 3.627 2.443 -0.808
7 H 0.390 0.626 0.458
8 H -0.328 0.617 -0.926
9 H -1.975 -2.644 0.146
10 H -1.707 -2.031 -1.654
11 H -2.890 -1.373 -0.467
12 N -0.018 -0.073 -0.232
13 O -0.663 -1.525 1.410

Cartesian forces, eV/Å:
C 2.9420 0.2963 -2.1069
C -1.1919 0.1896 -0.4673
C 0.1977 2.7230 -2.5233
C -2.3101 -1.8368 -0.3535
H -1.2502 -0.0006 1.3100
H -0.4256 -0.2870 1.3896
H -0.3547 -2.2667 -0.5525
H -0.6350 -1.4568 -0.3046
H 0.0314 -0.1237 -1.5543
H 0.4110 0.3816 1.7043
H 1.3861 0.5108 -0.0552
N 0.4129 2.2156 1.3247
O 0.7867 -0.3454 2.1890

Entry 10:
The following is a quantum chemistry calculation of an isolated molecule of C4H7NO2, from OMol25.

For the energy above the lowest of the compared OMol25 structures with the same formula, charge and spin, the calculation gives 33.8 kcal per mole. The value obtained for the LUMO energy is 0.847 eV. Its SMILES is NC(=O)C[C@H]1CO1. The total charge is 0. For the HOMO-LUMO gap, the calculation gives 0.394 Eh.

Geometry (Å):
1 N -1.898 -0.505 0.580
2 C -1.164 0.634 0.749
3 O -1.186 1.273 1.784
4 C -0.286 1.020 -0.430
5 C 1.139 0.503 -0.286
6 C 1.444 -0.886 0.059
7 O 1.575 -0.419 -1.276
8 H -2.534 -0.769 1.317
9 H -1.940 -0.994 -0.299
10 H -0.278 2.111 -0.469
11 H -0.688 0.643 -1.376
12 H 1.884 1.255 -0.029
13 H 0.626 -1.585 0.234
14 H 2.378 -1.124 0.567

Cartesian forces, eV/Å:
N -0.0859 -0.0059 0.0261
C 0.0063 0.0137 0.0702
O 0.0186 -0.1652 -0.2545
C -0.0038 0.0774 -0.0142
C -0.0041 0.1867 0.1322
C -0.0147 -0.1798 0.2638
O 0.0720 -0.0271 -0.2122
H 0.1058 0.0063 -0.0831
H 0.0028 0.1488 0.1313
H -0.0038 -0.1338 -0.0304
H 0.0289 0.0126 0.1352
H -0.0980 -0.1073 -0.0231
H 0.1276 0.1124 -0.0464
H -0.1515 0.0612 -0.0950

Entry 11:
The following is a quantum chemistry calculation of an isolated molecule of C4H7NO2, from OMol25.

For the energy above the lowest of the compared OMol25 structures with the same formula, charge and spin, the calculation gives 47.5 kcal per mole. The value obtained for the LUMO energy is 0.612 eV. Its SMILES is O=CN1CC(O)C1. The total charge is 0. For the HOMO-LUMO gap, the calculation gives 0.369 Eh.

Geometry (Å):
1 O -0.279 -1.030 -1.906
2 C 0.640 -0.635 -0.925
3 C 0.431 0.850 -0.553
4 N -0.485 0.397 0.488
5 C 0.242 -0.864 0.562
6 C -1.249 1.084 1.377
7 O -1.788 0.614 2.358
8 H -0.200 -1.983 -2.043
9 H 1.668 -0.924 -1.177
10 H 1.375 1.179 -0.077
11 H 0.079 1.590 -1.271
12 H 1.184 -0.682 1.121
13 H -0.255 -1.744 0.969
14 H -1.363 2.146 1.077

Cartesian forces, eV/Å:
O -0.0331 -0.2363 0.0485
C 0.3585 0.1462 0.1866
C 0.4054 0.3025 -0.0430
N -0.1550 0.2730 0.3858
C 0.3250 -0.2059 0.3164
C 0.1301 -0.1171 -0.0608
O 0.2540 0.0468 -0.2281
H -0.0552 0.1936 0.0451
H -0.1923 0.0518 -0.0097
H -0.2869 0.2327 -0.3092
H -0.1081 -0.2821 -0.0761
H -0.4054 -0.3106 0.1070
H -0.1787 0.0620 -0.3828
H -0.0584 -0.1567 0.0204

Entry 12:
The following is a quantum chemistry calculation of a cluster of 2 separate species, C4H7NO2 in total, from OMol25.

For the energy above the lowest of the compared OMol25 structures with the same formula, charge and spin, the calculation gives 72.2 kcal per mole. The value obtained for the LUMO energy is -1.074 eV. The total charge is 0. For the HOMO-LUMO gap, the calculation gives 0.269 Eh.

Geometry (Å):
1 O 1.033 -0.717 -2.078
2 C 0.278 -1.705 -1.899
3 O -0.118 -2.138 -0.793
4 H -0.049 -2.258 -2.800
5 C -0.417 1.067 0.201
6 C -1.405 1.894 0.525
7 C 1.177 -0.529 1.042
8 N 0.271 0.369 1.218
9 H -0.093 0.848 -0.810
10 H -1.688 2.080 1.554
11 H -1.894 2.432 -0.272
12 H 1.547 -1.027 1.929
13 H 1.448 -0.800 0.022
14 H -0.091 0.485 2.159

Cartesian forces, eV/Å:
O -0.1448 0.0490 0.1699
C 0.4338 0.2768 0.1780
O -0.1329 -0.0164 0.3751
H -0.0949 -0.0406 -0.0935
C -0.4650 0.3840 -0.1580
C 0.6146 -0.1772 -0.2130
C -0.6107 -0.0380 -0.4229
N 0.1520 -0.6462 0.3740
H 0.1815 -0.1904 0.0140
H -0.0953 0.0184 -0.0374
H -0.1930 0.0087 0.1084
H 0.0568 -0.0608 -0.0869
H 0.2340 0.2239 -0.1684
H 0.0638 0.2089 -0.0394